11
Properties=species:S:1:pos:R:3:forces:R:3:lowdin_charge:R:1 method="wB97M-V/def2-TZVPD" fmax_ev_per_a=5.479 lumo_energy_ev=0.916 e_tot_ha=-2767.38354 smiles=C#CC1(Br)CC1 de_lowest_ev=1.9389 charge=0 orbital_gap_ev=10.76
C -0.939 1.821 -1.507 1.4 -1.3 1.4 0.080
C -0.201 1.211 -0.775 1.5 -1.8 2.9 -0.073
C 0.566 0.234 0.387 -3.1 3.0 -3.4 -0.905
Br 1.662 1.172 1.536 1.0 0.5 0.5 0.788
C -0.352 -0.788 0.972 1.5 -0.1 0.6 -0.157
C 0.618 -1.151 -0.113 1.1 -0.6 -1.1 -0.154
H -1.676 2.201 -2.111 -1.0 0.9 -1.1 -0.002
H -1.365 -0.857 0.724 -1.4 0.3 0.1 0.089
H -0.006 -0.946 2.014 -0.6 -0.5 -0.8 0.104
H 1.432 -1.886 0.031 -0.4 0.8 0.0 0.118
H 0.261 -1.011 -1.157 0.1 -1.2 0.9 0.113